114
Properties=species:S:1:pos:R:3:mulliken_charge:R:1 method="wB97M-V/def2-TZVPD" max_force_ev_per_a=0.6 energy_ha=-3759.37594 charge=+1 homo_ev=-9.7 de_lowest_kj_mol=0.0 lumo_energy_ev=-1.9 homo_lumo_gap_ev=7.83
Tl 0.66348 1.25919 -0.34277 2.002
S -0.26362 4.97059 3.25866 0.349
P 0.23484 -1.25418 1.42389 0.399
P 0.26513 -1.40187 -1.61881 1.407
Si -2.16966 -0.47101 3.05845 0.004
Si -1.09811 -0.11855 -3.96294 0.182
O 0.00614 3.90634 2.21712 -0.231
N -0.32881 -0.12896 -2.41523 0.493
N -1.14247 -0.53120 1.69810 0.968
N 2.28028 2.62723 0.82679 -0.268
N -1.43898 2.15901 0.07952 -0.208
N 0.66341 3.56238 -1.35378 0.481
N 2.27251 1.43331 -2.49187 -0.090
C -1.77769 3.11789 -0.96987 0.259
C 0.16511 0.17949 -5.32504 -0.999
C 1.44833 -0.71503 2.68797 1.074
C 1.36561 -2.84166 -3.77498 -0.516
C -3.29526 -3.15829 -0.82820 -0.764
C 3.22504 0.32866 4.58189 -0.921
C 0.00669 4.20011 4.85078 -0.829
C 1.33738 0.61213 3.11698 0.101
C -0.88381 -5.13083 2.05799 -0.985
C 0.94507 -0.85122 -0.10955 -1.168
C 1.74353 4.38302 -0.76708 -1.005
C 1.34630 -3.78978 1.09907 -0.270
C -0.88834 -3.74467 1.98705 -0.805
C 0.23624 -5.84450 1.65906 -0.741
C 1.60864 -2.21743 -2.54969 0.626
C -2.27147 -2.24493 -1.01653 -0.571
C -3.81801 -1.32044 2.71948 -1.071
C -2.33303 1.29791 -4.08137 -1.502
C 2.86581 3.58002 -0.11447 -0.901
C 2.22911 1.13368 4.04105 -0.622
C 0.22698 -3.06495 1.51314 0.648
C 2.40413 -3.39819 -4.50314 -0.825
C 1.35226 -5.17341 1.17608 -1.018
C -0.66325 4.15255 -1.06689 -1.115
C 2.91454 -2.16687 -2.07029 -0.763
C -1.41892 -1.16411 4.63337 -0.981
C -2.14327 -1.62506 -4.36647 -1.082
C -2.55202 1.34547 3.39537 -0.870
C 2.13712 2.70616 -3.19551 -1.174
C 3.95841 -2.71988 -2.80263 -0.886
C 3.31573 -0.99709 4.19259 -0.847
C -2.04434 5.11093 3.36438 -0.828
C 0.82842 3.37765 -2.81061 -0.018
C 2.43646 -1.51412 3.24728 -0.565
C -0.76777 -4.03853 -1.57456 -0.797
C -3.05815 -4.51335 -1.01885 -0.780
C 3.70486 -3.33530 -4.01819 -0.758
C -1.00262 -2.67851 -1.39930 1.336
C -1.79503 -4.95219 -1.38680 -0.824
H 2.19952 -3.88214 -5.44910 0.484
H -2.85103 1.21151 -5.04015 0.514
H -0.60074 4.65253 -0.10117 0.515
H -0.53468 -0.59803 4.93549 0.196
H -2.71110 3.64925 -0.76492 0.694
H 1.30314 5.00044 0.01526 0.820
H -1.11125 -2.20517 4.50585 0.312
H 4.96907 -2.67849 -2.41702 0.482
H -2.47258 4.12379 3.53463 0.130
H -3.04635 -1.62286 -3.75199 0.287
H -3.08763 1.79624 2.55344 0.344
H 2.13384 2.16336 4.36566 0.187
H -1.75959 -5.65334 2.42036 0.458
H 2.20606 -3.26377 0.70030 0.510
H 0.23743 -6.92525 1.71682 0.412
H 1.65292 0.73393 -2.90328 -0.278
H -2.45520 -1.56775 -5.41261 0.533
H 3.09412 -1.69497 -1.11124 0.505
H -0.00365 2.76218 -3.15708 -0.665
H 4.51577 -3.77208 -4.58609 0.398
H 2.14902 2.59968 -4.28462 0.696
H -2.13853 -1.13001 5.45497 0.505
H 1.07557 4.02394 4.94724 0.258
H -1.66548 -2.59161 -4.21310 0.285
H -0.28688 0.05469 -6.31164 0.517
H 0.51012 1.22518 2.77074 0.063
H -2.39487 5.52627 2.42162 0.330
H 0.76418 4.34950 -3.31643 0.503
H 2.52176 -2.55328 2.95631 0.439
H 1.01394 -0.50486 -5.26007 0.264
H -2.01065 1.31853 0.10163 0.288
H -3.17841 1.46355 4.28352 0.550
H 3.45047 3.02207 -0.84171 0.371
H 0.21760 -4.38957 -1.85241 0.447
H -0.31991 4.88754 5.62988 0.534
H -4.16529 -1.89528 3.58084 0.414
H -0.54317 3.26096 4.89903 0.165
H 3.91145 0.72825 5.31680 0.418
H 1.76014 3.10342 1.56540 -0.055
H -3.74123 -2.00012 1.86873 0.064
H -0.91943 4.90173 -1.82385 0.332
H 4.07084 -1.63801 4.62839 0.441
H -4.27982 -2.81563 -0.53621 0.489
H -1.89521 2.29825 -4.05426 0.290
H -3.09547 1.22724 -3.30123 0.324
H 0.35758 -2.89948 -4.16349 0.422
H -1.90496 2.56736 -1.90043 -0.714
H 0.55555 1.20101 -5.28035 0.198
H 2.22329 -5.72910 0.85345 0.453
H -1.61784 1.89262 3.54807 -0.328
H 2.98152 3.34768 -2.93998 0.314
H 2.16011 5.05932 -1.52016 0.227
H -2.29144 5.79501 4.17519 0.466
H 3.21944 1.07579 -2.54327 0.191
H -2.44678 -1.18757 -0.86486 0.182
H -1.76962 -3.19044 2.27971 0.258
H -1.42495 2.56224 1.01510 -0.233
H -1.60490 -6.00848 -1.52561 0.429
H 2.96092 2.00440 1.24766 0.253
H -4.59640 -0.59095 2.48308 0.342
H -3.85840 -5.22824 -0.87731 0.421
H 3.53518 4.28943 0.37983 0.616